ORCA calculation (ωB97M-V with the def2-TZVPD basis set) on a cluster of 2 separate species, C20H30ClF3INO6SSi in total.

Its HOMO energy is -0.297 hartree. As for the charge: 0. For the orbital gap, the calculation gives 0.2225 Ha.

```
64
Properties=species:S:1:pos:R:3:forces:R:3:nbo_charge:R:1
C 2.1658 4.9800 0.9740 -0.86 -0.91 -0.27 -0.378
C 1.2009 4.0085 0.7636 0.92 0.53 0.76 -0.219
C 1.4076 2.6167 1.4661 1.65 0.10 -2.05 -0.294
N 0.1057 1.8872 1.4862 -0.73 -0.87 0.17 -0.360
C -0.7347 2.0377 2.5780 -2.17 -1.37 -0.01 0.118
I -0.3234 3.3258 4.2603 -0.07 -0.78 -1.21 0.266
C -1.9923 1.3084 2.6519 1.32 -0.30 -1.84 -0.259
C -2.4094 0.3933 1.5619 1.79 1.46 0.23 0.086
C -3.7492 -0.3596 1.7765 -0.23 0.11 0.98 -0.453
C -3.5525 -1.8874 2.2606 -0.72 0.41 -0.12 -0.513
C -3.9041 -1.9763 3.7894 1.19 0.42 0.25 0.775
O -3.0215 -1.7005 4.5654 -0.84 -0.44 -0.31 -0.557
O -5.1640 -2.3052 4.2683 0.73 0.97 -1.61 -0.670
C -1.5112 0.2952 0.3956 0.00 0.64 1.90 0.030
C -1.9197 -0.6179 -0.8145 0.06 1.29 -0.88 -0.236
Cl -1.8172 -2.4087 -0.3954 -0.06 1.02 -0.26 -0.053
C -3.3524 -0.2398 -1.4216 -0.26 -1.30 0.35 -0.420
C -3.3913 -0.3684 -2.9884 -0.41 -0.45 0.33 -0.624
C -0.2477 1.0723 0.4135 -1.28 -1.04 -0.82 0.316
C 0.6649 0.9285 -0.8562 -0.29 -0.37 0.61 -0.481
C 1.4103 -0.4965 -0.8133 -0.01 1.49 -1.10 -0.102
O 2.5106 -0.3039 0.1068 -0.77 -1.59 0.07 -0.893
Si 3.1285 -1.7933 0.6955 1.29 0.09 0.31 1.860
C 4.0793 -2.6849 -0.7160 -0.83 0.30 0.49 -1.132
C 4.3891 -1.3370 2.0714 -0.05 0.39 0.22 -1.135
C 1.8293 -2.9194 1.5207 -0.57 -0.18 0.10 -1.155
H 3.2336 4.6998 0.7997 -0.71 0.01 1.67 0.216
H 1.9118 5.9930 1.3639 0.20 -0.33 -1.89 0.224
H 0.3110 4.1475 0.0889 0.16 0.26 1.85 0.228
H 2.1859 2.0458 0.8735 -1.11 0.04 0.79 0.283
H 1.8512 2.6942 2.4955 -1.02 0.10 -1.02 0.251
H -2.6641 1.4300 3.5343 0.87 -0.06 -0.86 0.260
H -4.2725 0.1428 2.6459 0.63 -0.20 -1.05 0.225
H -4.4718 -0.2775 0.9238 1.05 -0.17 0.63 0.253
H -4.2060 -2.5300 1.6139 0.81 0.36 0.66 0.236
H -2.4666 -2.1503 2.1716 -1.29 -0.03 0.13 0.269
H -5.7888 -1.9526 3.6001 0.08 -0.69 0.45 0.480
H -1.2172 -0.5093 -1.6885 -0.50 -0.15 1.28 0.265
H -4.0510 -1.0356 -1.0223 0.57 0.94 -0.43 0.212
H -3.7373 0.7375 -1.0230 0.64 -0.72 -0.55 0.215
H -3.0292 -1.3982 -3.2768 -0.16 1.14 0.26 0.228
H -4.4704 -0.3379 -3.3179 1.17 0.22 0.25 0.224
H -2.7962 0.4127 -3.5239 -0.49 -0.68 0.49 0.232
H 0.0052 1.0339 -1.7604 0.73 -0.19 0.90 0.266
H 1.4327 1.7353 -0.9341 -0.64 -0.79 0.05 0.260
H 0.7061 -1.3077 -0.4797 0.65 0.76 -0.28 0.179
H 1.7710 -0.7015 -1.8840 -0.42 0.20 1.43 0.270
H 4.1846 -3.7671 -0.4182 0.07 1.05 -0.57 0.237
H 3.4545 -2.5640 -1.6431 0.87 -0.38 0.61 0.260
H 5.0728 -2.1760 -0.8281 -0.91 -0.62 -0.09 0.251
H 4.1704 -0.2827 2.4187 0.34 -1.05 -0.27 0.233
H 5.4535 -1.3809 1.7037 -1.09 0.09 0.40 0.245
H 4.2801 -2.0166 2.9645 0.16 0.65 -0.90 0.238
H 2.2574 -3.9659 1.4955 -0.55 1.04 0.09 0.251
H 0.8271 -2.9291 1.0093 0.96 -0.17 0.38 0.237
H 1.6298 -2.6386 2.5966 0.35 -0.25 -1.08 0.241
C 0.9205 1.4920 -5.1167 -0.48 0.50 -0.54 0.684
F -0.0709 1.0074 -5.8932 0.34 -0.15 0.29 -0.330
F 1.3094 2.6473 -5.6878 0.15 -0.40 0.28 -0.323
F 0.3369 1.8318 -3.9342 0.18 -0.18 0.03 -0.361
S 2.3189 0.2912 -4.9044 1.84 -1.49 0.08 2.332
O 2.8139 0.0436 -6.2403 -0.77 0.48 0.08 -0.968
O 1.7210 -0.8849 -4.2735 -0.62 0.77 0.05 -1.019
O 3.2811 0.9656 -4.0494 -0.84 0.47 0.12 -0.998
```
Positions in Å, forces in eV/Å.

ORCA calculation (ωB97M-V with the def2-TZVPD basis set) on a structure of composition C20H30F5O28PS6.

Its HOMO energy is -0.265 hartree. The energy above the lowest of the compared OMol25 structures with the same formula, charge and spin is 1666.61 kJ/mol. As for the charge: 0. For the orbital gap, the calculation gives 0.2510 Ha.

```
90
Properties=species:S:1:pos:R:3:forces:R:3:mulliken_charge:R:1
O 0.2868 -3.2092 2.9205 4.39 -0.78 -13.36 -0.511
P 0.0718 -3.2887 1.3567 3.12 3.44 3.97 1.051
O -0.2258 -1.6212 0.8206 2.55 -13.19 -4.64 -0.117
O 1.5818 -3.7585 0.6280 -2.28 1.63 -0.87 -0.382
O -1.3159 -4.2065 0.8446 2.30 -2.06 1.87 -0.319
C -1.2628 -5.6069 1.2935 -0.89 -1.92 -0.34 0.924
F -2.5659 -6.2294 0.8491 3.45 2.16 1.44 -0.309
F -1.2285 -5.7821 2.7726 -0.09 0.69 -4.70 -0.261
C -0.0906 -6.5066 0.5101 2.32 -1.28 -1.60 0.016
C 0.9032 -7.5678 1.2767 0.06 1.26 -5.07 -0.373
C 2.0329 -8.3290 0.3063 -2.41 2.50 -1.30 -0.414
C 2.1562 -8.0259 -1.3329 -2.68 1.61 2.00 -0.447
C 1.1201 -6.9690 -2.0809 -0.90 -0.26 4.41 0.058
C 1.1431 -6.5830 -3.6740 0.09 0.31 0.20 0.783
F 1.6924 -7.7434 -4.4222 -1.76 4.12 1.86 -0.246
F 1.9924 -5.3541 -3.9003 -2.63 -4.13 0.25 -0.230
F -0.2142 -6.2091 -4.2025 4.63 -1.43 1.54 -0.255
C 0.0107 -6.2228 -1.1305 2.29 -2.12 1.18 -0.315
H -0.0789 -1.6749 -0.1755 -0.64 0.19 1.25 0.176
H 1.9393 -2.9878 0.0742 -0.77 -1.55 1.08 0.227
H 0.8147 -7.7430 2.4356 0.25 0.38 -2.68 0.351
H 2.7655 -9.0915 0.8535 -1.71 1.89 -1.60 0.278
H 2.9897 -8.5580 -1.9745 -1.96 1.21 1.58 0.286
H -0.7308 -5.4475 -1.6355 1.71 -1.87 1.31 0.329
C -2.8871 2.8134 0.7440 -0.76 0.30 -0.05 -0.238
C -3.6013 1.9637 1.7917 0.49 0.45 0.45 -0.319
O -3.7292 0.6724 1.2010 0.23 -0.06 -1.02 -0.387
S -2.4517 0.4089 0.2216 -0.28 0.68 0.50 0.824
O -1.4751 -0.3674 0.9528 -5.99 5.82 -1.04 -0.367
O -2.9457 0.0270 -1.0809 0.74 0.05 1.49 -0.672
O -1.9229 1.9492 0.1451 -0.28 -1.08 0.06 -0.296
H -3.5809 3.1424 -0.0363 0.15 -0.07 0.27 0.234
H -2.3962 3.6854 1.1844 0.13 -0.27 -0.13 0.342
H -4.5823 2.3658 2.0559 0.06 -0.25 -0.21 0.384
H -2.9940 1.8621 2.6974 -0.03 0.07 -0.05 0.228
C 3.8812 0.8634 1.6907 0.36 -0.34 -0.22 -0.368
C 3.4394 1.1738 0.2631 0.39 0.55 0.14 -0.387
O 2.1305 0.6202 0.1487 -0.21 -0.38 0.69 -0.328
S 1.3889 0.7097 1.5987 -0.90 -0.56 1.30 0.889
O 0.5498 1.8874 1.6044 1.03 -1.43 0.08 -0.577
O 0.9020 -0.6054 1.9448 3.71 5.48 2.26 -0.048
O 2.7139 1.0252 2.4947 -0.31 0.39 -0.80 -0.312
H 4.2168 -0.1747 1.7825 0.02 0.08 -0.05 0.259
H 4.6751 1.5331 2.0320 -0.29 -0.03 0.06 0.317
H 4.1084 0.7395 -0.4837 -0.30 -0.10 0.08 0.331
H 3.3646 2.2541 0.0998 0.09 -0.07 0.02 0.286
C 7.1233 -5.5272 -2.7938 0.08 -0.38 -0.57 -0.387
C 6.0523 -4.9038 -3.6850 0.51 0.45 -0.06 -0.350
O 4.8150 -5.1880 -3.0361 0.24 -0.47 1.02 -0.245
S 5.0570 -5.2172 -1.4233 -0.44 0.07 0.30 1.057
O 4.6816 -3.9276 -0.8874 0.43 -1.76 -0.45 -0.528
O 4.5429 -6.4642 -0.9066 0.61 1.82 -0.59 -0.421
O 6.6849 -5.3002 -1.4553 -0.94 0.41 -0.04 -0.316
H 7.1876 -6.6085 -2.9524 0.01 0.10 -0.05 0.280
H 8.1069 -5.0776 -2.9543 -0.21 0.01 0.25 0.317
H 6.0607 -5.3160 -4.6968 -0.23 -0.05 0.25 0.320
H 6.1654 -3.8156 -3.7346 0.07 -0.10 -0.04 0.285
C -3.5974 -1.9457 5.3869 -0.27 -0.44 0.20 -0.356
C -2.9104 -2.0684 6.7444 -0.14 0.49 0.13 -0.465
O -1.6433 -2.6613 6.4693 -0.39 0.25 -0.07 -0.319
S -1.1403 -2.1762 4.9954 0.49 -1.15 -0.46 1.019
O -0.2307 -1.0660 5.1719 -1.03 -1.37 -0.41 -0.606
O -0.8110 -3.3474 4.2167 -6.12 1.75 8.81 -0.349
O -2.5661 -1.5867 4.4689 0.60 0.21 0.49 -0.214
H -4.0170 -2.9058 5.0694 -0.01 0.07 0.08 0.276
H -4.3857 -1.1883 5.3902 0.27 -0.01 -0.14 0.316
H -3.4798 -2.6833 7.4454 0.24 -0.06 -0.15 0.323
H -2.7329 -1.0824 7.1868 -0.14 -0.03 -0.01 0.291
C -1.8466 5.9675 -2.5649 0.14 -0.42 -0.82 -0.300
C -2.9176 6.5909 -3.4561 0.57 0.65 -0.22 -0.012
O -4.1549 6.3066 -2.8072 -0.16 -0.68 1.47 -0.354
S -3.9129 6.2775 -1.1944 0.04 0.20 -0.46 1.101
O -4.2883 7.5670 -0.6584 0.36 -1.69 -0.27 -0.558
O -4.4270 5.0304 -0.6777 0.24 1.83 -0.46 -0.543
O -2.2850 6.1945 -1.2264 -1.20 0.39 0.22 -0.283
H -1.7823 4.8862 -2.7235 0.01 0.08 -0.01 0.252
H -0.8630 6.4170 -2.7254 -0.27 0.06 0.25 0.341
H -2.9092 6.1787 -4.4679 -0.22 -0.13 0.26 0.335
H -2.8045 7.6790 -3.5057 -0.20 -0.73 -0.03 0.109
C -1.3930 11.5091 -1.1739 -0.35 0.72 0.16 -0.323
C -2.7893 11.3033 -1.7550 -0.13 -0.35 0.84 -0.177
O -2.5837 11.0698 -3.1464 1.22 -0.27 -0.41 -0.311
S -1.1581 10.3041 -3.3502 0.22 0.66 -0.11 0.981
O -1.4203 8.8871 -3.4715 1.10 2.04 -0.06 -0.504
O -0.3749 11.0448 -4.3117 -1.14 -1.33 1.07 -0.554
O -0.5534 10.5837 -1.8622 -0.56 -0.61 -0.98 -0.317
H -1.0258 12.5199 -1.3790 -0.06 -0.08 0.04 0.290
H -1.3626 11.3234 -0.0969 0.11 -0.18 -0.27 0.324
H -3.4365 12.1700 -1.6009 0.16 -0.11 -0.30 0.305
H -3.2657 10.4135 -1.3301 0.02 0.10 0.05 0.179
```
Positions in Å, forces in eV/Å.

ORCA calculation (ωB97M-V with the def2-TZVPD basis set) on a structure of composition C20H30F6FeO15P.

Its HOMO energy (alpha / beta) is -0.494 / -0.424 hartree. The energy above the lowest of the compared OMol25 structures with the same formula, charge and spin is 0.00 kJ/mol. As for the charge: +1. As for the spin multiplicity: 5. For the orbital gap (alpha / beta), the calculation gives 0.4192 / 0.3491 Ha.

```
73
Properties=species:S:1:pos:R:3:forces:R:3:mulliken_spin:R:1
Fe -1.6577 -0.3395 -0.7533 1.60 0.31 0.66 3.842
P -4.1486 -1.6864 -0.3732 -4.45 -2.40 2.40 -0.002
F -2.7775 -2.0522 -1.1303 1.24 -1.78 -1.26 0.028
F -5.0324 -1.9012 -1.7088 0.65 0.10 0.80 0.000
F -4.4295 -3.2529 0.0826 0.89 1.68 -0.70 0.000
F -5.4643 -1.2155 0.5268 1.71 0.03 -1.53 0.000
F -3.1965 -1.4313 0.9267 -0.49 0.06 -0.04 0.007
F -3.7791 -0.2034 -0.9060 -0.72 1.67 0.24 0.031
C 0.6952 -0.4649 5.4481 1.46 -0.60 -0.74 0.000
C 1.1274 -0.6459 3.9899 -0.33 1.16 2.36 0.000
C 1.6581 -1.9773 3.6447 1.41 -1.52 0.24 0.000
O 1.0332 -2.2807 2.3977 0.72 -0.73 -0.74 -0.001
C 0.0791 -1.4046 2.1890 -2.44 1.18 -3.21 0.010
O -0.6265 -1.2864 1.1738 2.13 -0.79 2.60 0.017
O -0.0130 -0.5892 3.2301 -2.16 1.04 -1.48 0.001
H 1.6643 -0.4891 5.9464 -0.23 0.08 0.80 0.000
H 0.1165 -1.3504 5.7108 -0.21 0.34 0.33 0.000
H 0.2000 0.4883 5.6331 -0.03 -0.25 -0.07 0.000
H 1.8082 0.1613 3.7194 0.08 0.10 -0.29 0.000
H 1.4306 -2.7957 4.3277 -0.26 0.19 0.22 0.000
H 2.7431 -1.9502 3.5434 -0.03 -0.18 -0.34 0.000
C 4.6629 -0.8341 -0.0653 0.39 1.43 -0.22 0.000
C 3.6965 0.3499 -0.0293 1.27 -0.41 -0.07 0.000
C 3.7804 1.4664 -1.0859 0.34 -0.99 0.67 0.000
O 2.3983 1.7927 -1.1685 -1.33 0.94 -0.37 0.000
C 1.6449 0.7751 -0.7213 -2.27 0.24 -0.69 -0.002
O 0.4289 0.6691 -0.7242 1.63 1.04 -0.34 0.008
O 2.4146 -0.1688 -0.2873 -0.07 -1.82 1.11 0.000
H 4.6658 -1.2431 -1.0756 -0.05 -0.24 0.13 0.000
H 4.4693 -1.5868 0.6991 -0.24 0.11 -0.16 0.000
H 5.6501 -0.4116 0.1219 0.22 -0.25 0.01 0.000
H 3.6849 0.8700 0.9285 -0.03 -0.30 0.38 0.000
H 4.1409 1.0966 -2.0458 -0.01 0.19 -0.10 0.000
H 4.3435 2.3227 -0.7149 -0.12 -0.03 -0.31 0.000
C -2.5468 2.2108 -6.4297 -0.54 0.33 0.79 0.000
C -2.1763 2.9207 -5.1043 2.24 -1.08 -2.56 0.001
C -3.2799 3.5096 -4.3696 -0.89 0.71 0.06 0.000
O -3.1385 2.9410 -3.0889 -1.27 0.34 2.46 0.001
C -2.1836 2.0538 -3.0123 1.02 -2.43 0.78 0.011
O -1.8881 1.3406 -2.0228 -1.01 2.51 -3.13 0.032
O -1.5984 1.9694 -4.2105 0.65 -0.98 0.97 0.003
H -3.4110 1.5677 -6.2634 0.00 -0.21 0.35 0.000
H -1.7692 1.5690 -6.8439 0.17 0.49 0.00 0.000
H -2.9420 2.9439 -7.1329 0.50 0.11 -0.23 0.000
H -1.4262 3.7036 -5.2163 0.33 -0.30 -0.57 0.000
H -4.2209 3.2187 -4.8366 -0.32 0.39 0.53 0.000
H -3.0776 4.5793 -4.3157 -0.91 0.02 0.24 0.000
C 3.5920 -4.3925 -2.2870 -0.44 -0.35 -0.80 0.000
C 2.0624 -4.5015 -2.0477 1.64 -0.33 0.73 0.000
C 1.7555 -4.3249 -0.5927 -0.83 -1.77 0.81 0.000
O 0.8268 -3.2666 -0.4995 -0.11 1.16 0.28 0.000
C 0.5514 -2.7885 -1.6918 -1.23 2.46 -1.31 0.005
O -0.2533 -1.8241 -1.9078 3.23 -3.76 0.26 0.010
O 1.3288 -3.4608 -2.6414 -1.95 2.09 -0.14 0.000
H 4.1781 -5.2188 -1.8846 -0.53 -0.35 0.32 0.000
H 4.0432 -3.5129 -1.8278 -0.38 0.30 -0.19 0.000
H 3.8159 -4.4416 -3.3526 -0.04 0.38 -0.05 0.000
H 1.6357 -5.4760 -2.2851 0.30 0.16 -0.96 0.000
H 2.6615 -4.2481 0.0084 -0.42 0.56 0.34 0.000
H 1.1480 -5.1884 -0.3218 0.52 -0.16 0.76 0.000
C -0.4323 3.9637 4.0452 -0.64 -0.53 -0.01 0.000
C -1.3683 2.7659 3.7297 1.09 0.96 0.15 0.000
C -2.7849 3.1620 3.3989 -0.40 1.80 1.82 0.000
O -3.1395 2.4470 2.2705 -0.88 -1.17 -1.60 -0.001
C -2.0768 1.8710 1.7133 0.70 -0.57 0.15 0.001
O -2.0766 1.1658 0.7172 0.06 1.80 1.97 -0.005
O -0.9924 2.1955 2.4802 0.54 -1.29 -1.48 -0.001
H -0.3945 4.6170 3.1735 -0.02 0.13 0.16 0.000
H 0.5817 3.6939 4.3403 -0.04 -0.40 -0.29 0.000
H -0.8245 4.4842 4.9189 -0.23 0.23 -0.14 0.000
H -1.2507 2.0374 4.5319 -0.30 -0.34 -0.21 0.000
H -2.8259 4.2344 3.2082 0.10 0.13 -0.49 0.000
H -3.5149 3.0475 4.2002 0.05 -0.63 -0.07 0.000
```
Positions in Å, forces in eV/Å.

Q: charge of number 3 (C20H30F6FeO15P)?
A: +1